Record 1
Molecular formula: C3H6N2O2S
Method: DFT, ωB97M-V/def2-TZVPD

Summary:
Spin multiplicity: 3
Gap between HOMO and LUMO (alpha / beta) (Eh): 0.325 / 0.229
E_HOMO (alpha / beta) (eV): -8.133 / -10.329
<S²>: 2.013
Molecular weight (g mol⁻¹): 134.16
ΔE to the lowest compared entry with this formula, charge and spin (kcal per mole): 43.0

Geometry (Å):
C (1.6934, -2.7736, 2.5001)
C (-1.2379, 1.9098, -1.5203)
C (-1.7663, 0.4198, 0.0739)
N (1.3315, -2.2881, 3.4398)
N (-0.7604, 1.1538, -0.6820)
O (2.9466, -0.5841, -1.9663)
O (2.4345, -0.0886, 0.3833)
S (2.1464, 0.1963, -1.0085)
H (1.9623, -3.2777, 1.6444)
H (-0.5407, 2.2959, -2.2735)
H (-2.2710, 2.3497, -1.5439)
H (-2.6777, 0.9890, 0.0395)
H (-1.7911, -0.5697, -0.2660)
H (-1.4697, 0.2676, 1.1795)

Atoms 1-2, force components in eV/Å:
0.54 -0.97 -1.71
-0.16 2.95 -2.22


Record 2
Molecular formula: C3H6N2O3
Method: DFT, ωB97M-V/def2-TZVPD

Summary:
Spin multiplicity: 1
Gap between HOMO and LUMO (Eh): 0.356
E_HOMO (eV): -9.624
Molecular weight (g mol⁻¹): 118.09
ΔE to the lowest compared entry with this formula, charge and spin (kcal per mole): 121.3

Geometry (Å):
C (0.3154, -0.7912, -0.8827)
C (-1.1873, -0.0483, 0.7653)
C (0.5071, 1.5077, 1.3017)
H (0.8539, -1.1056, -2.8454)
H (-0.6971, -0.7554, -2.5374)
H (1.1638, -0.1265, 0.5444)
H (-0.4448, -0.5823, 1.4693)
H (-2.2877, -0.1077, 0.8576)
H (0.8338, 2.6442, 1.5980)
N (-0.0244, -1.5029, -2.1160)
N (1.3815, -0.8906, -0.3297)
O (-0.9809, -0.2697, -0.5894)
O (-0.8075, 1.4289, 1.1634)
O (1.3742, 0.5996, 1.6010)

Atoms 1-2, force components in eV/Å:
-2.71 -3.03 -4.59
0.43 0.71 0.35


Record 3
Molecular formula: C3H6N2O3
Method: DFT, ωB97M-V/def2-TZVPD

Summary:
Spin multiplicity: 1
Gap between HOMO and LUMO (Eh): 0.388
E_HOMO (eV): -9.927
SMILES: O=CNOC/C=N\O
Molecular weight (g mol⁻¹): 118.09
ΔE to the lowest compared entry with this formula, charge and spin (kcal per mole): 123.8

Geometry (Å):
O (0.2934, 2.3223, -0.8738)
C (0.5623, 1.2840, -1.4520)
N (-0.1988, 0.1317, -1.4642)
O (-1.4285, 0.1888, -0.7973)
C (-1.2587, -0.4092, 0.4384)
C (-0.1755, 0.2238, 1.3319)
N (1.0181, -0.2653, 1.4869)
O (1.1416, -1.4456, 0.7325)
H (1.4144, 1.0076, -2.1149)
H (0.0983, -0.8267, -1.4458)
H (-2.1853, -0.2439, 1.0223)
H (-1.1104, -1.5050, 0.3610)
H (-0.2326, 1.2076, 1.8307)
H (2.0617, -1.6700, 0.9443)

Atoms 1-2, force components in eV/Å:
0.43 -1.26 -1.11
-0.06 -0.67 0.36


Record 4
Molecular formula: C3H6N2O3
Method: DFT, ωB97M-V/def2-TZVPD

Summary:
Spin multiplicity: 1
Gap between HOMO and LUMO (Eh): 0.324
E_HOMO (eV): -9.346
Molecular weight (g mol⁻¹): 118.09
ΔE to the lowest compared entry with this formula, charge and spin (kcal per mole): 266.8

Geometry (Å):
C (-0.7443, 0.1726, 0.3898)
C (1.0115, -0.8669, -0.3773)
C (2.1654, -0.9260, -1.2856)
H (-3.4865, 1.4610, 0.7906)
H (-1.3425, 1.9012, -0.7679)
H (-0.6415, 0.4445, 2.3453)
H (0.6640, -1.9590, -0.4787)
H (1.3838, -0.8172, 0.6785)
H (3.7408, -0.7484, -0.6962)
N (-1.5344, 1.3578, 0.1106)
N (-0.2995, -0.4070, 1.5473)
O (-2.4086, 1.6532, 1.1161)
O (-0.0441, -0.1869, -0.7508)
O (1.5358, -1.0789, -2.6216)

Atoms 1-2, force components in eV/Å:
1.97 0.94 2.02
4.24 -5.66 2.12


Record 5
Molecular formula: C3H6N2OS
Method: DFT, ωB97M-V/def2-TZVPD

Summary:
Spin multiplicity: 1
Gap between HOMO and LUMO (Eh): 0.287
E_HOMO (eV): -8.241
Molecular weight (g mol⁻¹): 118.16
ΔE to the lowest compared entry with this formula, charge and spin (kcal per mole): 147.4

Geometry (Å):
C (-0.9642, -1.2230, 0.7615)
C (-0.7134, 1.1951, -0.0202)
C (1.6394, 0.7846, 0.1777)
H (-1.7742, -1.5877, 1.4514)
H (0.1174, -1.0628, 1.2949)
H (-0.9117, -2.0589, -0.1678)
H (-3.2052, -0.7342, 0.0966)
H (-1.2974, 1.9281, -0.4512)
H (2.5321, 1.3537, 0.6900)
N (-1.3597, 0.1010, 0.2288)
N (0.5283, 1.5869, 0.2372)
O (-2.4723, -0.1289, -0.7524)
S (1.8979, -0.8227, -0.3544)

Atoms 1-2, force components in eV/Å:
1.95 -0.91 -0.78
3.15 0.47 0.41


Record 6
Molecular formula: C3H6N2OS
Method: DFT, ωB97M-V/def2-TZVPD

Summary:
Spin multiplicity: 1
Gap between HOMO and LUMO (Eh): 0.362
E_HOMO (eV): -9.098
SMILES: [H]/N=C(/NC=O)SC
Molecular weight (g mol⁻¹): 118.16
ΔE to the lowest compared entry with this formula, charge and spin (kcal per mole): 30.1

Geometry (Å):
H (2.3995, 1.6914, -0.5038)
N (1.4270, 1.9759, -0.3014)
C (0.6915, 0.9568, -0.3157)
N (-0.6687, 1.0779, 0.1589)
C (-1.7799, 0.3897, -0.3170)
O (-1.8166, -0.6609, -0.9546)
S (1.3949, -0.6588, -0.7409)
C (0.5655, -1.7363, 0.4456)
H (-0.8532, 2.0539, 0.4248)
H (-2.6975, 0.9486, 0.0694)
H (-0.5062, -1.9715, 0.2327)
H (0.7763, -1.3466, 1.4511)
H (1.0674, -2.7200, 0.3510)

Atoms 1-2, force components in eV/Å:
-0.63 0.38 0.06
0.44 0.26 -0.17